The following is a quantum chemistry calculation of 9 unconnected molecules or ions with the total composition C55H139F2N6O10P2S2, from OMol25.

Geometry as XYZ:
```
216
Properties=species:S:1:pos:R:3:forces:R:3:mulliken_spin:R:1
C -23.1371 16.5708 14.3276 -1.0 -0.3 0.6 -0.068
C -23.9799 15.5666 15.1864 0.8 -0.6 -2.7 -0.281
C -24.7501 16.2622 16.2830 0.2 -0.9 0.2 0.018
O -24.7127 14.6791 14.2960 -0.1 0.9 0.9 -1.062
H -22.4580 17.1980 14.9053 0.3 -0.2 0.4 0.007
H -23.8188 17.3073 13.9022 -0.1 -0.2 -0.4 0.004
H -22.5953 16.0521 13.5368 0.0 0.1 0.1 -0.002
H -23.2934 14.9057 15.7156 0.6 -0.2 0.4 0.032
H -25.2246 15.4150 16.7781 -1.0 0.4 0.2 0.016
H -25.3869 17.0884 15.9668 -0.2 -0.2 0.0 -0.009
H -24.0711 16.6314 17.0516 0.3 0.4 -0.1 0.003
C -21.2929 13.7002 19.2980 1.1 0.2 -0.8 0.004
C -20.6366 13.8970 17.8769 -1.0 -1.2 0.3 -0.020
C -20.6381 15.3209 17.2762 3.3 -1.3 1.5 0.014
O -19.6484 16.0144 18.1164 -1.4 -0.4 -0.9 -0.003
C -19.8723 17.4050 18.0811 0.3 0.7 0.8 -0.004
N -19.2087 13.1966 17.8495 -0.7 1.4 -0.4 0.004
H -19.0546 12.5375 18.5991 0.0 0.0 0.6 0.000
H -19.1196 12.6781 16.9873 0.0 -0.3 -0.4 -0.002
H -18.4760 13.8906 17.8108 0.5 0.5 0.5 0.001
H -22.3555 13.9427 19.2900 0.1 0.0 -0.2 -0.001
H -20.7902 14.3188 20.0415 0.0 0.4 -0.2 0.000
H -21.1542 12.6947 19.6952 -0.2 -0.3 -0.4 -0.001
H -21.0476 13.2653 17.0894 -1.1 0.0 0.5 0.011
H -21.6226 15.7746 17.1622 0.0 -0.1 0.3 0.004
H -20.1129 15.1882 16.3303 -0.6 0.4 -0.6 0.000
H -19.0149 17.9025 18.5343 0.2 -0.1 -0.2 0.000
H -20.7149 17.6667 18.7211 -0.4 0.0 -0.2 0.000
H -20.0155 17.7841 17.0692 -0.1 0.0 0.1 0.001
C -22.7042 14.5939 10.6980 0.6 0.6 -0.6 0.032
C -24.1689 14.7016 10.3170 0.1 0.9 -0.2 0.060
C -24.5852 14.3729 8.8401 0.4 -1.1 -0.2 0.086
O -23.7701 15.0236 7.8718 1.0 -0.1 3.3 -0.001
C -24.1815 14.9006 6.5798 -1.0 -0.2 -2.2 -0.001
N -24.9482 13.9052 11.4037 0.3 0.4 -3.0 0.713
H -24.7367 14.2138 12.3418 0.0 1.0 1.4 -0.033
H -25.9226 13.9862 11.1504 -0.9 0.2 0.6 -0.121
H -24.7910 12.9079 11.3743 0.4 -0.8 -0.2 -0.105
H -22.2994 13.5825 10.6596 -0.3 -0.2 0.2 0.018
H -22.5092 15.0730 11.6574 -0.3 -0.3 0.2 -0.028
H -22.0638 15.1736 10.0331 -0.3 0.0 -0.4 0.001
H -24.5311 15.7236 10.4288 0.3 0.1 0.5 0.005
H -25.6300 14.5929 8.6207 -0.3 0.4 0.4 0.016
H -24.5273 13.2898 8.7322 0.3 -0.4 -0.3 0.014
H -24.2368 13.8902 6.1746 -0.1 -0.5 0.5 0.000
H -23.4837 15.3760 5.8905 0.1 0.4 0.5 0.001
H -25.1705 15.3432 6.4610 -0.2 0.2 -0.2 0.000
C -19.5154 17.8934 14.3710 0.3 0.5 0.0 0.001
C -18.6754 19.1858 14.1826 -1.0 -2.2 1.0 0.000
C -18.7860 20.0598 15.4452 0.6 0.4 -0.4 0.000
O -18.0794 19.5309 16.6086 -0.1 -0.9 -3.5 0.000
C -18.0469 20.4417 17.6332 0.1 0.0 2.3 0.000
N -17.2099 18.8087 13.9185 -2.2 0.5 -0.4 0.000
H -16.6901 19.6582 13.7506 0.8 0.2 0.5 0.000
H -16.9246 18.1976 14.6704 0.9 0.0 0.1 0.000
H -17.3037 18.3669 13.0152 0.7 -0.8 -0.2 0.000
H -19.5169 17.2505 13.4908 0.2 -0.2 0.1 0.000
H -20.5525 18.2081 14.4873 0.0 0.1 0.0 0.001
H -19.2328 17.3784 15.2892 0.2 -0.2 -0.2 0.000
H -19.0181 19.5245 13.2049 -0.2 1.3 0.5 0.000
H -19.8316 20.2079 15.7153 -0.1 0.1 -0.3 0.000
H -18.3619 21.0036 15.1025 0.1 0.5 0.7 0.000
H -19.0108 20.4486 18.1420 -0.6 1.0 -0.4 0.000
H -17.5804 21.3968 17.3916 -0.5 0.1 -0.1 0.000
H -17.4854 20.0051 18.4591 0.7 -0.1 -0.3 0.000
C -23.7186 11.6656 16.3461 0.7 1.0 2.4 -0.030
C -23.8628 10.9878 15.0703 -0.2 -0.9 -1.8 0.096
C -24.1395 9.4439 15.0919 0.9 0.9 0.4 0.029
O -24.0594 9.0162 13.7773 -0.4 -0.8 -1.1 -0.055
C -24.2762 7.5796 13.4718 0.1 1.4 0.3 0.006
N -24.8347 11.7244 14.1505 1.4 -1.5 0.3 0.947
H -25.8156 11.6892 14.3883 -1.1 -0.2 0.4 -0.313
H -24.6026 12.7008 14.0363 0.3 1.7 0.5 -0.156
H -24.7186 11.2881 13.2471 -0.4 -0.5 -0.8 0.156
H -24.6133 11.9267 16.9114 -0.2 -0.3 -0.2 -0.031
H -23.1374 12.5842 16.2651 -0.3 0.4 -0.5 0.020
H -23.0624 11.0843 16.9938 -0.2 -0.5 0.2 0.007
H -22.9181 11.1504 14.5513 0.0 -0.5 -0.2 0.106
H -25.0230 9.2117 15.6866 -0.6 -0.1 -0.5 0.009
H -23.3233 8.9832 15.6484 0.3 0.1 0.4 0.023
H -24.0464 7.4580 12.4133 -0.3 0.2 0.1 0.003
H -25.3210 7.3713 13.7024 0.2 -0.4 -0.1 -0.004
H -23.5745 6.9347 14.0007 -0.1 0.2 0.4 0.004
C -30.1269 14.1923 15.0232 -0.1 0.8 -0.1 0.003
C -28.8871 15.0646 14.7125 -0.2 1.1 -0.3 0.095
C -28.2620 15.8730 15.8625 -1.4 -1.0 0.9 0.133
O -29.2797 16.7425 16.3659 0.9 -0.6 0.1 -0.014
C -28.7876 17.9103 17.0128 -0.3 0.0 -0.3 0.001
N -27.7488 14.3330 14.0829 -0.8 1.0 0.5 1.064
H -27.6347 13.4111 14.4792 0.5 -0.9 0.0 -0.161
H -27.8140 14.3150 13.0751 -0.3 -0.8 -0.8 -0.271
H -26.9292 14.9027 14.2373 1.6 -0.2 0.3 -0.009
H -30.9621 14.8806 15.1535 0.0 0.0 0.0 -0.004
H -30.1120 13.5952 15.9350 0.6 0.1 0.1 -0.011
H -30.4307 13.5195 14.2212 0.4 0.1 -0.2 -0.018
H -29.0666 15.8580 13.9869 -0.9 -0.3 -0.3 0.056
H -27.3189 16.3565 15.6080 -0.3 0.4 -0.5 -0.038
H -27.9843 15.0995 16.5785 0.1 0.1 0.8 0.020
H -28.1915 17.7710 17.9146 0.3 -0.7 0.0 0.000
H -29.6492 18.4709 17.3753 -0.1 0.1 -0.5 0.000
H -28.2123 18.4524 16.2623 0.1 0.5 0.2 -0.001
C -29.0728 27.7188 17.5178 -0.3 -0.6 -1.1 0.000
C -28.7757 26.2097 17.4234 0.5 0.4 0.8 0.000
C -27.4144 25.8824 16.7870 -0.2 0.8 0.7 0.000
C -26.8543 24.5328 17.1871 0.0 -1.6 0.0 0.000
P -26.3441 23.4326 15.8500 1.0 -0.9 -0.7 0.000
C -25.4429 21.9411 16.5786 -1.1 -0.4 -0.7 0.000
C -24.5768 21.2085 15.5449 1.6 0.4 -0.1 -0.001
C -23.6182 20.0799 16.0658 -0.8 0.6 1.6 0.003
C -22.6998 20.5554 17.2879 -0.5 0.1 -1.2 -0.001
C -27.7998 22.8448 14.8640 -0.1 0.5 0.1 0.000
C -27.6285 21.9090 13.6447 0.6 0.3 0.5 0.000
C -27.8900 20.4769 13.9451 1.4 -2.4 -0.2 0.003
C -27.7245 19.4983 12.7337 -0.5 1.2 -0.1 -0.020
C -25.3186 24.3229 14.6709 0.2 0.3 0.5 0.000
C -24.0758 24.9325 15.3749 0.4 -1.0 0.2 0.000
C -23.8569 26.4067 15.1452 1.2 1.2 0.7 0.000
C -22.7860 27.0560 16.1008 0.3 -1.2 0.1 0.000
H -30.0784 27.8209 17.9256 0.2 0.3 0.1 0.000
H -29.0792 28.1557 16.5192 -0.1 0.1 -0.1 0.000
H -28.3373 28.2816 18.0927 -0.1 -0.2 0.2 0.000
H -29.6104 25.6348 17.0223 0.0 0.1 -0.3 0.000
H -28.6917 25.9128 18.4688 0.0 -0.4 0.1 0.000
H -26.7361 26.6067 17.2379 0.2 0.2 -0.2 0.000
H -27.3487 26.0814 15.7173 -0.3 -0.2 -0.1 0.000
H -27.5242 23.8250 17.6752 -1.0 0.3 0.2 0.000
H -26.0873 24.5603 17.9611 0.5 0.3 -0.4 0.000
H -26.3151 21.3251 16.7975 -0.2 -0.4 0.2 0.000
H -24.9431 22.0220 17.5439 0.1 0.8 -0.1 0.000
H -23.8646 21.9365 15.1563 0.0 0.3 -0.2 0.000
H -25.1325 20.9009 14.6590 0.0 -0.3 0.2 0.000
H -23.0636 19.6744 15.2196 0.2 0.4 0.0 0.001
H -24.2191 19.2482 16.4337 -0.1 -0.2 0.1 0.000
H -23.2057 20.6687 18.2467 -0.4 -0.5 0.0 0.000
H -22.2964 21.5589 17.1521 0.2 0.1 -0.5 0.000
H -21.8445 19.8958 17.4346 0.0 -0.2 0.0 0.001
H -28.1537 23.7573 14.3843 -0.2 0.5 0.6 0.000
H -28.5599 22.4838 15.5569 -0.1 0.1 0.0 0.000
H -26.5711 21.9934 13.3942 0.0 -0.1 -0.8 -0.001
H -28.2490 22.2435 12.8133 0.1 0.3 0.1 0.000
H -28.7726 20.2393 14.5390 -0.3 0.3 -0.2 0.000
H -27.0374 20.1490 14.5398 0.0 0.0 0.7 -0.001
H -26.8414 19.7491 12.1461 0.1 0.0 0.2 -0.002
H -28.5624 19.6076 12.0451 -0.2 -0.3 0.0 0.000
H -27.6051 18.4624 13.0512 -0.2 0.0 0.1 0.021
H -25.9534 25.1201 14.2842 -0.1 0.1 0.0 0.000
H -25.1010 23.6902 13.8104 0.3 -0.1 0.1 0.000
H -23.2075 24.3248 15.1200 0.2 0.2 -0.6 0.000
H -24.0554 24.7438 16.4483 -0.7 0.1 0.4 0.000
H -24.7879 26.9523 15.2991 -0.1 0.0 -0.3 0.000
H -23.4796 26.5805 14.1374 -0.4 0.0 -0.2 0.000
H -22.3575 28.0059 15.7810 -0.6 0.1 -0.1 0.000
H -21.9149 26.4082 16.1990 0.2 -0.3 -0.6 0.000
H -23.0425 27.0982 17.1593 -0.8 0.4 -0.1 0.000
C -18.3858 15.7071 23.1855 0.5 -0.5 0.5 0.000
C -18.9711 16.5525 22.0442 0.5 -0.5 0.4 0.000
C -20.3358 17.1696 22.3208 -0.3 -0.7 -0.5 0.000
C -20.2779 18.3764 23.2321 -1.0 1.2 0.9 0.000
P -21.7954 19.0037 24.1284 -1.2 -0.1 -0.1 0.000
C -23.0947 19.5721 22.8844 0.9 -0.6 0.7 0.000
C -23.2549 18.5771 21.7173 -0.2 0.5 -0.6 0.000
C -24.5289 18.8021 20.8510 -0.4 -1.2 0.4 0.000
C -24.6706 17.7869 19.6897 1.6 0.6 0.5 -0.002
C -22.5657 17.7126 25.1503 0.5 -0.1 -0.6 0.000
C -21.5378 16.9311 26.0066 -1.0 0.6 -0.2 0.000
C -22.3765 15.8879 26.7733 1.6 0.5 0.2 0.000
C -22.8173 14.6761 26.0171 -0.9 -0.5 -0.6 0.000
C -21.4198 20.4209 25.2260 1.0 -0.5 -0.4 0.000
C -22.5425 20.8654 26.1542 -0.6 0.0 0.4 0.000
C -22.4106 22.2992 26.7288 0.8 -1.1 -1.7 0.000
C -23.6356 22.6422 27.4981 -0.5 1.1 1.3 0.000
H -19.1494 15.2758 23.8328 -0.4 0.0 -0.2 0.000
H -17.6637 16.0857 23.9090 0.0 0.8 -0.3 0.000
H -17.8773 14.8532 22.7380 0.1 0.0 0.1 0.000
H -19.0182 15.8106 21.2471 -0.7 0.2 -0.4 0.000
H -18.3016 17.2976 21.6142 0.3 0.2 0.4 0.000
H -20.9779 16.4183 22.7804 0.0 -0.2 0.1 0.000
H -20.7630 17.3367 21.3320 -0.3 0.6 0.2 0.000
H -20.0669 19.3313 22.7507 0.8 -0.1 -0.4 0.000
H -19.5490 18.1990 24.0229 0.2 0.2 0.0 0.000
H -22.8493 20.5701 22.5211 0.1 0.0 0.0 0.000
H -23.9693 19.6828 23.5255 -0.3 -0.1 -0.2 0.000
H -23.1706 17.5444 22.0556 -0.5 -0.1 0.2 0.000
H -22.3731 18.6890 21.0865 0.1 0.2 -0.2 0.000
H -24.6238 19.8381 20.5258 0.0 0.0 0.1 0.000
H -25.3931 18.5132 21.4492 -0.1 0.7 0.5 0.000
H -24.5440 16.8094 20.1551 -0.5 -0.3 -0.3 0.000
H -23.8035 17.9020 19.0392 0.0 0.0 -0.4 0.001
H -25.5799 17.8810 19.0962 0.0 -0.1 0.3 0.001
H -23.0919 17.0518 24.4613 0.2 -0.3 -0.2 0.000
H -23.3825 18.0735 25.7754 0.2 0.6 0.0 0.000
H -21.0893 17.6066 26.7351 0.0 0.1 0.0 0.000
H -20.7268 16.6164 25.3499 0.0 -0.7 0.2 0.000
H -23.2164 16.4710 27.1509 -0.2 -0.3 0.1 0.000
H -21.8008 15.5841 27.6476 -0.1 -0.1 0.1 0.000
H -23.3323 14.8999 25.0829 -0.3 0.4 0.0 0.000
H -23.5476 14.1604 26.6407 0.1 -0.3 -0.1 0.000
H -22.0625 13.9689 25.6734 0.4 0.1 0.6 0.000
H -21.0026 21.1688 24.5516 -0.4 0.5 -0.1 0.000
H -20.5430 20.1743 25.8246 0.1 -0.4 0.1 0.000
H -22.6032 20.2351 27.0414 0.4 -0.4 0.0 0.000
H -23.5236 20.6796 25.7172 -0.2 0.5 -0.4 0.000
H -22.2380 22.9765 25.8924 -0.3 0.3 -0.1 0.000
H -21.4503 22.3319 27.2434 -0.2 0.0 0.6 0.000
H -23.9431 21.9273 28.2613 0.1 -0.5 -0.3 0.000
H -24.4973 22.8724 26.8714 0.1 -0.2 -0.2 0.000
H -23.4799 23.5284 28.1134 0.1 0.3 -0.2 0.000
N -23.5055 20.6267 10.8765 2.7 3.8 2.0 0.000
S -23.8103 19.3368 11.5825 -5.5 -4.2 0.5 -0.001
O -24.5042 19.4565 12.8654 1.2 -0.1 -0.6 0.013
O -22.9128 18.2675 11.3717 1.0 -1.0 0.3 -0.003
F -25.0878 18.9125 10.6406 1.0 0.1 0.3 -0.001
S -22.6361 21.3679 12.1298 1.1 3.5 -0.2 0.001
O -21.8834 20.5783 13.1057 -1.3 0.1 -0.9 0.000
O -23.2855 22.5925 12.6434 1.0 -2.8 -1.2 0.000
F -21.4051 21.8651 11.2392 -0.9 0.2 0.1 0.000
```
Forces are in eV/Å.

Results
HOMO energy (spin up / spin down)	-10.4 / -15.1	eV
gap between HOMO and LUMO (spin up / spin down)	2.40 / 7.10	eV
2S+1	2
calculated total energy	-4937.150169	Eh
LUMO energy (spin up / spin down)	-0.2948 / -0.2956	hartree
charge	+4